1.
100
Properties=species:S:1:pos:R:3:forces:R:3 method="wB97M-V/def2-TZVPD" e_lumo_ev=3.89 charge=-2
Cl 4.817 17.494 -1.510 -0.266 -0.060 -0.128
Cl 8.116 17.790 -0.567 -0.089 -0.443 0.151
O 1.422 24.148 -0.059 -1.054 0.779 -1.012
O 2.529 22.506 3.030 0.007 -1.429 0.927
O 5.160 20.923 2.267 -0.696 -1.467 1.510
O -2.077 21.280 7.285 0.620 -1.325 0.016
O 6.068 24.089 2.890 0.291 0.219 2.131
O 2.148 25.529 7.290 0.049 0.552 0.335
O 9.634 19.127 3.265 1.155 -1.025 0.039
O 2.818 21.257 -0.657 -1.202 -1.702 -1.781
O -1.850 16.139 2.732 -1.292 -0.976 -0.166
N 1.823 24.525 5.329 1.642 -1.579 0.335
N 0.030 23.207 1.291 -0.672 -1.421 3.528
N 2.034 20.537 -2.644 -1.272 -0.580 -3.026
N 8.235 20.358 2.123 -0.175 3.007 -2.611
N -1.584 18.318 2.757 -0.265 1.342 0.027
N 6.479 22.465 4.377 0.431 -0.067 0.565
N -0.229 20.024 6.892 0.577 0.354 0.163
C 2.943 21.248 3.576 -0.299 1.263 -1.446
C -2.365 18.897 7.410 0.978 0.077 -0.664
C -1.193 17.108 2.403 1.405 -2.009 -0.011
C 7.339 24.726 4.868 -1.045 -0.839 0.733
C -1.230 22.907 1.872 -1.462 0.182 -0.984
C 7.318 18.505 3.362 -0.150 0.035 -0.222
C 6.467 23.755 4.023 1.335 1.126 -2.779
C 5.446 18.816 -0.499 1.286 0.273 0.887
C 9.275 21.122 1.360 -1.179 -0.435 1.116
C 0.732 25.294 4.968 -1.147 1.460 -0.962
C -0.790 19.515 2.861 0.629 1.214 -0.204
C 2.187 20.426 -1.344 1.294 0.977 4.140
C 0.251 23.882 0.222 1.980 0.447 -2.671
C 6.939 19.087 -0.805 -1.256 1.058 -0.107
C -0.926 24.241 -0.690 -0.053 0.052 0.632
C 7.021 21.850 5.556 -0.926 0.040 0.654
C 3.558 23.695 6.802 1.249 0.349 -0.646
C -1.538 20.164 7.208 -0.614 1.597 0.353
C 2.491 21.673 -3.408 0.652 0.505 0.524
C 8.498 19.344 2.864 0.493 -2.177 2.589
C 3.900 20.308 2.661 1.050 3.083 -1.228
C 1.545 19.184 -0.679 0.698 0.810 0.566
C 0.161 16.830 1.781 0.286 1.151 -0.001
C 0.710 21.160 6.704 0.317 -0.643 -0.706
C 2.465 24.666 6.471 -0.673 0.027 1.628
H 0.187 16.004 1.071 -0.511 0.000 0.257
H 0.925 26.366 5.004 0.362 0.131 0.148
H 0.556 25.078 3.915 -0.588 -0.164 0.105
H 3.470 23.128 7.729 -0.646 -0.036 -0.186
H -1.893 18.141 8.037 -0.038 0.313 0.488
H 0.840 22.977 1.848 1.344 -0.310 0.545
H 10.168 21.338 1.947 -0.101 -0.279 0.177
H 8.050 22.090 5.825 0.116 0.076 -0.330
H 6.365 18.865 2.976 -0.107 0.441 0.219
H 7.373 17.458 3.065 0.537 0.003 -0.240
H 3.996 19.258 2.937 0.138 -0.547 1.270
H -0.893 20.196 2.016 -0.249 -0.077 -0.118
H 9.547 20.517 0.495 0.105 0.215 -0.143
H -0.694 24.005 -1.728 0.287 0.667 0.089
H 0.288 19.385 2.955 0.003 -0.717 -0.093
H 3.841 23.087 5.942 -0.154 -0.337 0.092
H 0.487 19.340 -0.469 -0.257 -0.195 -0.696
H 1.022 21.682 7.608 -0.699 0.036 0.155
H 1.827 18.251 -1.165 -0.459 0.016 -0.211
H -2.313 18.415 6.434 -0.726 -0.092 -0.242
H 2.060 23.706 4.787 0.229 -0.399 -1.301
H 6.913 20.767 5.495 0.174 0.024 -0.373
H 7.029 19.417 -1.840 0.080 -0.108 0.023
H 8.825 22.077 1.092 -0.028 -0.176 -0.269
H 1.643 20.771 6.295 -0.053 -0.369 -0.036
H 2.027 20.720 3.843 -0.742 -1.289 -0.254
H -1.886 23.765 -0.489 0.138 -0.322 0.330
H 5.296 18.603 0.560 0.120 -0.428 -0.041
H 0.390 21.839 5.914 -0.380 0.162 0.366
H 1.949 19.149 0.333 0.417 0.084 -0.065
H 0.792 16.572 2.631 0.260 -0.001 -0.108
H -2.547 18.303 3.062 0.192 0.284 0.299
H -3.370 19.176 7.727 0.209 -0.234 -0.156
H 6.008 21.862 3.718 -0.905 -0.790 -1.175
H 0.154 19.099 6.765 -0.152 0.185 0.095
H -1.905 23.761 1.822 -0.015 0.373 0.360
H -1.227 22.555 2.904 0.519 -0.067 -0.256
H -1.008 20.098 3.756 -0.461 -0.186 0.099
H 2.088 22.587 -2.972 0.258 0.135 0.094
H 1.442 19.867 -3.111 0.169 0.068 0.192
H 7.340 18.490 4.452 -0.098 0.196 0.012
H -0.122 25.162 5.632 -0.333 -0.333 -0.168
H 8.279 24.935 4.358 -0.192 0.007 -0.090
H 2.239 21.678 -4.469 -0.307 -0.619 0.128
H 0.580 17.708 1.288 0.128 -0.074 0.129
H 6.814 25.639 5.148 -0.029 0.082 -0.481
H 4.417 24.338 6.992 0.249 0.072 -0.001
H -1.080 25.284 -0.414 -0.077 0.351 -0.909
H -1.722 22.208 1.196 -0.390 -0.681 0.417
H 3.357 20.204 1.722 -0.731 0.205 -0.393
H 7.286 20.697 2.184 -1.020 0.270 -0.617
H 4.871 19.736 -0.602 0.025 0.042 -0.529
H 6.378 22.119 6.394 0.131 0.076 0.548
H 3.579 21.671 -3.333 0.056 0.475 -0.029
H 3.303 21.412 4.592 1.251 -0.054 0.551
H 7.535 24.222 5.815 0.399 0.159 0.117
H 7.243 19.905 -0.151 -0.088 -0.067 0.008


2.
66
Properties=species:S:1:pos:R:3:forces:R:3 method="wB97M-V/def2-TZVPD" e_lumo_ev=0.58 charge=0
O 14.361 15.351 13.360 -1.106 1.041 -0.789
O 7.941 13.909 13.595 0.042 -0.504 0.378
O 13.635 13.339 12.757 0.613 -2.444 -0.028
O 9.953 11.197 5.164 -0.221 -0.185 -0.373
O 8.203 14.039 10.437 1.455 1.051 -0.775
O 8.107 11.840 10.922 -0.850 0.722 -0.649
O 9.549 13.292 5.917 0.222 -2.073 -0.310
O 7.519 11.896 14.582 0.420 0.680 -0.608
N 11.927 15.102 15.740 -0.012 -0.766 0.243
N 10.512 11.462 15.897 -0.542 -1.120 -0.670
N 10.000 9.215 12.297 -0.529 -1.191 -0.160
C 6.090 13.053 11.020 -0.825 1.351 -2.540
C 10.046 11.995 6.039 -0.653 0.918 -0.671
C 12.476 16.657 12.495 -0.880 1.477 -0.746
C 13.443 14.491 12.875 -0.826 1.814 0.308
C 8.482 15.205 14.022 0.506 -0.611 -0.291
C 9.223 9.298 15.180 -0.195 0.354 -2.479
C 8.202 15.332 15.540 -2.220 -2.668 -2.037
C 7.896 13.043 14.652 -1.123 0.240 -0.407
C 7.592 13.067 10.712 -1.741 -0.862 1.239
C 9.942 10.525 15.522 -0.300 0.888 0.465
C 10.708 11.809 7.358 -1.269 1.165 0.329
C 10.424 10.263 12.171 0.712 1.237 -0.191
C 12.137 15.194 12.518 -0.217 -0.342 -0.006
C 11.013 13.195 7.825 -1.852 1.585 -0.835
C 7.026 10.975 11.407 2.127 -0.325 1.414
C 12.748 13.008 17.105 -0.489 0.723 -1.033
C 9.887 14.036 7.063 1.175 -0.731 0.224
C 8.182 13.781 15.894 0.009 1.632 2.054
C 13.863 16.740 13.077 1.575 -0.903 0.337
C 12.247 14.142 16.298 0.245 0.708 0.153
C 11.000 11.600 12.088 -0.661 -0.222 0.069
C 5.678 11.636 11.243 0.912 -0.319 0.732
H 7.402 10.770 12.424 -0.996 0.067 -0.135
H 13.575 13.363 17.724 -0.196 -0.283 -0.043
H 11.352 14.884 13.262 0.928 0.310 -0.947
H 5.114 11.479 12.164 -0.245 0.051 -0.319
H 5.546 13.552 10.133 0.852 -0.742 1.320
H 9.018 8.755 16.055 0.108 -0.985 1.091
H 10.092 14.996 6.661 1.139 1.025 0.040
H 11.885 14.930 11.496 -0.420 -0.680 0.125
H 9.586 15.103 13.834 -1.150 0.631 0.142
H 8.259 9.361 14.606 0.779 0.979 0.836
H 11.957 13.465 7.431 1.147 0.617 0.036
H 9.817 8.801 14.390 0.063 -0.347 1.008
H 11.886 12.630 17.639 0.166 -0.132 0.442
H 11.610 11.773 12.951 0.491 0.115 0.415
H 7.192 15.777 15.680 0.900 -0.037 0.227
H 9.012 15.834 15.949 1.083 1.087 1.258
H 13.024 12.248 16.379 0.335 -0.148 0.257
H 5.900 13.680 11.857 0.094 0.580 0.763
H 7.454 13.473 16.701 0.786 0.399 -0.930
H 13.846 17.200 14.076 0.500 0.337 -0.715
H 7.158 10.089 10.863 -0.103 -1.368 -0.831
H 11.505 11.168 7.246 1.946 -1.267 -0.269
H 9.181 13.544 16.255 0.043 -0.382 -0.024
H 14.579 17.096 12.300 -0.332 0.360 1.189
H 10.873 13.400 8.873 0.426 -0.166 0.402
H 9.041 14.210 7.669 -1.178 -0.337 0.960
H 10.185 12.310 12.083 -0.204 0.256 -0.031
H 12.432 17.112 11.450 0.186 -0.797 1.225
H 5.207 11.210 10.382 -0.630 -0.205 -0.343
H 11.788 17.279 13.079 0.087 -0.256 0.012
H 10.036 11.328 8.024 -0.942 -0.545 0.574
H 11.579 11.733 11.193 0.319 -0.056 -0.367
H 7.989 15.965 13.389 0.519 -0.398 0.286


| no. | M (g/mol) |
| --- | --- |
| 1 | 670.7 |
| 2 | 467.5 |